A cluster of 2 separate species, C9H14 in total, computed with ωB97M-V/def2-TZVPD.

Cartesian coordinates (Å):
C (1.0153, -0.7835, 1.6307)
H (1.6289, 0.9966, -2.1368)
C (-0.4905, 1.6769, -2.3546)
H (-1.5077, -1.6348, -1.1815)
H (-0.8692, 0.6709, -2.5437)
C (-1.2183, -1.0337, 0.8294)
C (-0.3616, -0.7619, 1.8839)
H (1.6218, -0.3609, 2.4206)
H (-2.2849, -0.9454, 0.9914)
H (1.2803, 2.5708, -1.5352)
H (-0.9157, 1.9450, -1.3902)
H (1.3371, 2.3244, -3.2892)
H (0.9404, -1.9061, -1.5748)
C (-0.8819, -0.4154, 3.2432)
H (-0.9598, 2.3933, -3.0296)
C (1.0283, 1.8871, -2.3413)
H (2.5579, -1.3788, 0.2415)
C (0.6115, -1.5363, -0.6042)
C (-0.7618, -1.4172, -0.4327)
H (-0.0858, -0.1718, 3.9365)
H (-1.6740, 0.3381, 3.1744)
H (-1.5082, -1.2151, 3.6450)
C (1.4982, -1.2422, 0.4173)

Values from the calculation:
- lowest unoccupied orbital energy (eV) = 1.03
- E (eV) = -9559.761
- molar mass (u) = 122.211
- relative energy (zero: lowest compared OMol25 entry of this formula, charge and spin) (kJ/mol) = 40.6
- HOMO (eV) = -9.0
- charge = 0
- gap between HOMO and LUMO (eV) = 10.0

Atomic partial charges in e from the natural (NBO) method, atoms 1 to 5: -0.2119 0.2088 -0.6138 0.2157 0.2067


A structure of composition C4H10N2O2, computed with ωB97M-V/def2-TZVPD.

Cartesian coordinates (Å):
H (1.3073, -1.8089, -1.2190)
H (-1.1580, -1.5089, -1.5001)
N (-1.2021, -1.4693, -0.4763)
C (-0.1963, -0.5847, 0.0155)
H (2.9837, 1.2125, 0.0609)
H (-0.0334, 1.0891, -1.4527)
O (2.0467, 1.0654, 0.1505)
O (-1.8886, 1.2692, -0.2775)
H (-1.9385, 2.2362, -0.6940)
C (-0.5234, 0.8890, -0.4146)
H (-0.8141, -1.7058, 1.8111)
H (-0.9502, 0.7329, 1.8853)
H (0.1194, 1.5791, 0.3356)
C (-0.2086, -0.5518, 1.4863)
C (1.1241, -0.9606, -0.6061)
H (-2.0288, -0.7693, -0.2882)
H (1.1538, -0.5072, 1.6722)
N (2.2069, -0.2069, -0.4887)

Values from the calculation:
- lowest unoccupied orbital energy (eV) = 0.48
- E (eV) = -11378.219
- molar mass (u) = 118.136
- relative energy (zero: lowest compared OMol25 entry of this formula, charge and spin) (kJ/mol) = 837.8
- HOMO (eV) = -9.5
- charge = 0
- gap between HOMO and LUMO (eV) = 10.0

Atomic partial charges in e from the natural (NBO) method, atoms 1 to 5: 0.2193 0.3522 -0.8207 -0.1098 0.4914


A cluster of 2 separate species, C7H8F3O3 in total, computed with ωB97M-V/def2-TZVPD.

Cartesian coordinates (Å):
H (1.2617, -2.1420, 0.3520)
H (1.5554, -0.2805, 1.6912)
C (-0.2519, 0.6670, 0.7901)
F (0.5962, 0.5268, -2.3295)
H (1.5961, 1.4670, -0.1437)
C (0.8724, 0.5568, 1.7587)
C (-0.4606, -0.2334, -1.9636)
F (-0.6783, -1.0402, -3.0490)
H (-2.1246, -0.7671, 0.7778)
C (-0.2374, -1.0704, -0.7047)
O (-2.4794, 0.0349, 1.2370)
F (-1.5193, 0.5799, -1.9243)
C (-1.6149, 1.0655, 1.0580)
H (0.7129, 0.8919, 2.7789)
O (-2.0073, 2.2176, 1.0932)
O (-1.2388, -1.7442, -0.3094)
H (0.7794, 2.6416, 0.9606)
C (0.9063, 1.6031, 0.6806)
H (1.2542, -2.4167, -1.3903)
C (1.1536, -1.6551, -0.6143)
H (1.9241, -0.9023, -0.7494)

Values from the calculation:
- lowest unoccupied orbital energy (eV) = 3.72
- E (eV) = -21684.041
- molar mass (u) = 197.132
- relative energy (zero: lowest compared OMol25 entry of this formula, charge and spin) (kJ/mol) = 15.1
- HOMO (eV) = -3.7
- charge = -1
- gap between HOMO and LUMO (eV) = 7.4

Atomic partial charges in e from the natural (NBO) method, atoms 1 to 5: 0.2233 0.1867 -0.3007 -0.3476 0.1929


A cluster of 2 separate species, C4H11INO in total, computed with ωB97M-V/def2-TZVPD.

Cartesian coordinates (Å):
H (0.4950, -0.0133, -2.0125)
H (-0.8301, -0.8142, -1.8626)
H (-2.1576, -1.1326, 0.0372)
N (-0.4749, 0.1265, -1.7679)
I (-2.2796, -3.3009, -2.2597)
H (0.3697, -0.2468, 1.5171)
H (-0.3682, 1.4329, -0.1743)
H (0.4078, -1.5220, 0.3027)
O (1.8326, 0.0437, 0.1188)
C (0.5294, -0.4500, 0.4582)
C (-0.5793, 0.3728, -0.3150)
H (2.2637, 0.6757, 1.9896)
H (-2.7721, 0.5674, -0.2041)
H (1.8903, 2.0231, 1.0050)
C (-1.9948, -0.0700, 0.2174)
H (3.4074, 1.2674, 0.6791)
C (2.3804, 1.0501, 0.9726)
H (-2.1198, -0.0098, 1.2985)

Values from the calculation:
- lowest unoccupied orbital energy (eV) = 3.12
- E (eV) = -15966.424
- molar mass (u) = 216.042
- relative energy (zero: lowest compared OMol25 entry of this formula, charge and spin) (kJ/mol) = 49.1
- HOMO (eV) = -3.5
- charge = -1
- gap between HOMO and LUMO (eV) = 6.7

Atomic partial charges in e from the natural (NBO) method, atoms 1 to 5: 0.3471 0.3845 0.2513 -0.8462 -0.9791


A structure of composition C3H2CuO2, computed with ωB97M-V/def2-TZVPD.

Cartesian coordinates (Å):
H (1.4785, 2.3638, -1.6301)
C (-1.4992, -1.1480, 0.2309)
C (1.1700, 0.9037, -0.1729)
O (-1.9935, -0.8576, -0.7528)
Cu (0.1824, -1.3366, 2.0381)
C (0.9369, 1.4722, -1.3194)
H (-0.0442, 1.0878, -1.8057)
O (0.8640, 0.1803, 0.7178)

Values from the calculation:
- lowest unoccupied orbital energy (eV) = -5.73
- E (eV) = -51868.008
- molar mass (u) = 133.593
- relative energy (zero: lowest compared OMol25 entry of this formula, charge and spin) (kJ/mol) = 0.0
- HOMO (eV) = -13.9
- charge = +1
- gap between HOMO and LUMO (eV) = 8.2

Atomic partial charges in e from the natural (NBO) method, atoms 1 to 5: 0.2909 0.4384 0.7347 -0.4031 0.9560


The molecule C2HClF2O, computed with ωB97M-V/def2-TZVPD.

Cartesian coordinates (Å):
F (1.5475, -0.6707, 0.1562)
Cl (0.6663, 0.4578, -1.8300)
C (-0.5756, 0.5286, 0.6033)
O (-0.1134, 0.8896, 1.6941)
F (-0.3445, -1.6180, -0.5320)
H (-1.5291, 0.8163, 0.2311)
C (0.3488, -0.4036, -0.3227)

Values from the calculation:
- lowest unoccupied orbital energy (eV) = -0.18
- E (eV) = -22094.165
- molar mass (u) = 114.478
- relative energy (zero: lowest compared OMol25 entry of this formula, charge and spin) (kJ/mol) = 25.3
- HOMO (eV) = -11.1
- charge = 0
- gap between HOMO and LUMO (eV) = 10.9

Atomic partial charges in e from the natural (NBO) method, atoms 1 to 5: -0.2876 -0.0198 0.3568 -0.4535 -0.3336


A cluster of 2 separate species, H5N3O in total, computed with ωB97M-V/def2-TZVPD.

Cartesian coordinates (Å):
N (-0.0333, -1.9934, 0.7335)
H (-0.3948, -1.3486, -0.0059)
H (1.4131, 0.7722, -0.8656)
N (0.0357, 2.2850, -0.8713)
N (0.4316, 0.9322, -1.2321)
H (-0.0548, 2.8638, -1.7100)
O (-0.4311, -1.7406, 1.8620)
H (0.3277, 0.8350, -2.2710)
H (-0.8802, 2.2362, -0.4545)

Values from the calculation:
- lowest unoccupied orbital energy (eV) = -0.13
- E (eV) = -6594.836
- molar mass (u) = 63.060
- relative energy (zero: lowest compared OMol25 entry of this formula, charge and spin) (kJ/mol) = 160.2
- HOMO (eV) = -9.2
- charge = 0
- gap between HOMO and LUMO (eV) = 9.1

Atomic partial charges in e from the natural (NBO) method, atoms 1 to 5: -0.0300 0.2770 0.3615 -0.6699 -0.7122


The molecule Br2H2O2Si, computed with ωB97M-V/def2-TZVPD.

Cartesian coordinates (Å):
Si (-1.1740, -0.4667, 0.2493)
Br (-2.9965, 1.5802, -0.2712)
O (-0.4742, 0.1327, 1.4952)
Br (-2.0319, -2.4316, 0.1186)
O (-0.1590, -0.4278, -1.0071)
H (0.3836, 0.3010, -1.3278)
H (-0.5396, 0.2484, 2.4857)

Values from the calculation:
- lowest unoccupied orbital energy (eV) = -0.42
- E (eV) = -152093.952
- molar mass (u) = 221.908
- relative energy (zero: lowest compared OMol25 entry of this formula, charge and spin) (kJ/mol) = 145.7
- HOMO (eV) = -9.6
- charge = 0
- gap between HOMO and LUMO (eV) = 9.2

Atomic partial charges in e from the natural (NBO) method, atoms 1 to 5: 1.9516 -0.5334 -1.1485 -0.2435 -1.1238